(1)
# C24H31N2O2SSb2Ti

A structure of composition C24H31N2O2SSb2Ti (the ωB97M-V functional and the def2-TZVPD basis, the Open Molecules 2025 dataset).

Atoms and positions in Å:
1 Ti 0.66987 0.71273 0.92745
2 C -5.77383 5.73264 -0.31094
3 C -4.62314 4.83323 0.00133
4 C -3.63480 4.56932 -0.95389
5 C -2.55695 3.76231 -0.66306
6 C -2.47572 3.21446 0.62481
7 C -3.44623 3.46513 1.61521
8 C -4.50978 4.26726 1.28219
9 S -1.18431 2.24304 1.07326
10 O -0.06086 2.24436 0.00039
11 O -0.53339 2.51852 2.33770
12 N -1.41127 0.60075 1.02436
13 C -1.30747 -0.07906 2.28752
14 C -2.31860 -0.41306 3.15494
15 C -1.94089 -1.07183 4.32148
16 C -0.60013 -1.36675 4.57231
17 C 0.35142 -1.01414 3.64366
18 N -0.01498 -0.38986 2.50360
19 H -5.86518 5.91874 -1.37804
20 H -5.62690 6.69238 0.19142
21 H -6.70743 5.31238 0.06227
22 H -3.71460 5.01808 -1.93519
23 H -1.78517 3.57968 -1.39783
24 H -3.35294 3.06639 2.61780
25 H -5.26738 4.48401 2.02417
26 H -3.34903 -0.17266 2.93377
27 H -2.69457 -1.35681 5.04488
28 H -0.30083 -1.86963 5.48103
29 H 1.40281 -1.23031 3.77672
30 C 4.74145 -0.39649 1.78383
31 Sb 3.08988 -0.60772 0.47861
32 C 2.46454 -2.61659 0.78534
33 C 3.93163 -0.63730 -1.50345
34 C 3.62224 -1.95751 -2.13406
35 C 4.55816 -2.98431 -2.05495
36 C 4.27659 -4.24524 -2.56135
37 C 3.04513 -4.49245 -3.14977
38 C 2.10943 -3.47179 -3.24494
39 C 2.38329 -2.20220 -2.74231
40 C 1.36544 -1.11582 -2.92347
41 Sb -0.01514 -0.72617 -1.33985
42 C -0.89559 -2.56908 -0.84470
43 C -1.47518 0.41493 -2.32226
44 H 5.25730 0.54182 1.59771
45 H 5.38718 -1.24317 1.55365
46 H 4.41302 -0.44509 2.81877
47 H 2.34260 -3.08631 -0.19154
48 H 1.54253 -2.68659 1.35755
49 H 3.26098 -3.12576 1.32727
50 H 4.99825 -0.48859 -1.33717
51 H 3.55495 0.22948 -2.04171
52 H 5.52771 -2.79264 -1.60936
53 H 5.02233 -5.02660 -2.50733
54 H 2.82000 -5.46904 -3.55612
55 H 1.16950 -3.66068 -3.75145
56 H 0.66582 -1.37952 -3.72214
57 H 1.79423 -0.15069 -3.19439
58 H -1.81885 -2.64917 -1.41692
59 H -1.12294 -2.63097 0.21662
60 H -0.21072 -3.36891 -1.12252
61 H -1.88749 -0.22164 -3.10584
62 H -1.01819 1.29392 -2.77105
63 H -2.26775 0.69658 -1.63403

Results
HOMO level	-16.5	eV
charge	+3
electronic energy	-79463.6330	eV
LUMO	-10.912	eV

These are the Mulliken partial charges, in e, on atoms 1 to 4:
1 Ti -0.1128
2 C -1.4414
3 C 0.8493
4 C -1.0156

***

(2)
# C24H31N3O4

An isolated molecule of C24H31N3O4 (the ωB97M-V functional and the def2-TZVPD basis, the Open Molecules 2025 dataset).

Atoms and positions in Å:
1 C -7.59454 -1.29832 0.22214
2 C -7.32300 -0.19684 1.24324
3 O -6.65064 0.91242 0.68379
4 C -5.31633 0.83331 0.41733
5 C -4.76862 1.94589 -0.22571
6 C -3.42732 1.99266 -0.53021
7 C -2.58897 0.92731 -0.20256
8 N -1.23655 1.02390 -0.54174
9 C -0.21763 0.17006 -0.29194
10 O -0.30792 -0.90078 0.27452
11 C 1.10778 0.68077 -0.85300
12 N 1.14770 2.13571 -0.90011
13 C 2.13162 2.69152 -1.81851
14 C 3.52063 2.89791 -1.17262
15 N 3.63211 2.00535 -0.03929
16 C 4.97341 1.80402 0.46571
17 C 4.98435 0.56495 1.35868
18 O 5.49051 0.56984 2.45736
19 C 4.24957 -0.58442 0.79621
20 C 3.42460 -1.32597 1.63960
21 C 2.59255 -2.30971 1.14485
22 C 2.60344 -2.60858 -0.21712
23 O 1.81926 -3.52584 -0.81576
24 C 0.73579 -4.07945 -0.08343
25 C -0.10130 -4.90018 -1.05135
26 C 3.49484 -1.92433 -1.05303
27 C 4.28436 -0.91215 -0.56079
28 C 2.71754 2.40287 1.01713
29 C 1.33365 2.72190 0.41616
30 C -3.13003 -0.17942 0.43822
31 C -4.47886 -0.22693 0.74516
32 H -8.17241 -0.89691 -0.60653
33 H -8.15779 -2.10111 0.69005
34 H -6.66458 -1.70085 -0.17173
35 H -6.77087 -0.59111 2.10540
36 H -8.27016 0.21546 1.60292
37 H -5.42286 2.76640 -0.47403
38 H -3.01829 2.86073 -1.02745
39 H -0.94837 1.88228 -1.00102
40 H 1.18223 0.29332 -1.87363
41 H 1.92109 0.23765 -0.27194
42 H 1.74813 3.65706 -2.16854
43 H 2.21031 2.02831 -2.68015
44 H 4.30286 2.65534 -1.89397
45 H 3.65154 3.95376 -0.87443
46 H 5.64969 1.63260 -0.37597
47 H 5.35257 2.66397 1.04519
48 H 3.41540 -1.09041 2.69382
49 H 1.93147 -2.82865 1.81893
50 H 1.11738 -4.72024 0.72334
51 H 0.13917 -3.26672 0.34690
52 H -0.93554 -5.35306 -0.52341
53 H -0.48544 -4.26063 -1.84107
54 H 0.50457 -5.68285 -1.50065
55 H 3.52011 -2.19317 -2.09762
56 H 4.94489 -0.38302 -1.22953
57 H 2.64532 1.57545 1.72759
58 H 3.09518 3.28462 1.56640
59 H 1.21242 3.80309 0.30213
60 H 0.54674 2.36094 1.08096
61 H -2.49048 -1.00606 0.69819
62 H -4.85629 -1.10369 1.24693

Results
HOMO level	-7.9	eV
electronic energy	-38051.2014	eV
LUMO	0.648	eV

These are the Mulliken partial charges, in e, on atoms 1 to 4:
1 C -1.0460
2 C -0.4257
3 O -0.4654
4 C 0.6525

***

(3)
# C24H31N5O3S2

An isolated molecule of C24H31N5O3S2 in a non-equilibrium geometry (the ωB97M-V functional and the def2-TZVPD basis, the Open Molecules 2025 dataset).

Atoms and positions in Å:
1 C -5.63547 -4.32763 0.52233
2 C -6.02737 -3.16952 -0.38620
3 N -5.68704 -1.90413 0.22235
4 C -6.57533 -0.91953 0.40688
5 O -7.74341 -0.96190 0.08073
6 C -5.98354 0.30776 1.10344
7 S -5.04178 1.37161 -0.03464
8 C -3.51791 0.54341 -0.05344
9 N -3.23269 -0.58693 0.54563
10 N -1.94996 -0.86661 0.29161
11 C -1.45393 0.08079 -0.45985
12 C -0.07900 0.07898 -0.93418
13 C 0.26681 0.44445 -2.23365
14 C 1.58595 0.39427 -2.64689
15 C 2.57544 -0.03808 -1.77853
16 C 2.22710 -0.42545 -0.49970
17 S 3.44645 -1.09866 0.64266
18 O 3.47154 -0.27578 1.81845
19 O 3.12723 -2.48809 0.79979
20 N 4.88866 -0.93267 -0.19204
21 C 5.46546 -2.16098 -0.69974
22 C 6.19982 -2.98170 0.35619
23 C 5.79183 0.08660 0.31411
24 C 5.28456 1.47456 -0.05402
25 C 0.91795 -0.37564 -0.07074
26 N -2.43035 1.01465 -0.72962
27 C -2.33997 2.32081 -1.32608
28 C -2.06196 3.38565 -0.25120
29 C -0.78115 3.05133 0.46063
30 C 0.44280 3.37227 -0.11211
31 C 1.62500 2.99668 0.49882
32 C 1.59895 2.28572 1.68701
33 C 0.38276 1.96205 2.26341
34 C -0.79975 2.34346 1.65498
35 H -6.16571 -4.26101 1.46900
36 H -4.56582 -4.30555 0.71909
37 H -5.88434 -5.27322 0.04872
38 H -7.10513 -3.15969 -0.56497
39 H -5.51048 -3.26027 -1.34894
40 H -4.71630 -1.75171 0.49541
41 H -5.31211 0.02944 1.91390
42 H -6.79598 0.93685 1.46569
43 H -0.49714 0.72616 -2.94329
44 H 1.84106 0.67758 -3.65713
45 H 3.60575 -0.09611 -2.08921
46 H 4.63329 -2.74440 -1.09618
47 H 6.13879 -1.90011 -1.52356
48 H 5.50391 -3.24795 1.14689
49 H 6.59188 -3.89164 -0.09067
50 H 7.02572 -2.41791 0.78386
51 H 5.87524 0.01242 1.40368
52 H 6.77559 -0.08351 -0.12891
53 H 5.96639 2.22940 0.32983
54 H 5.21061 1.58466 -1.13334
55 H 4.30431 1.62638 0.38677
56 H 0.66646 -0.69957 0.92534
57 H -3.28833 2.52929 -1.82986
58 H -1.52960 2.32369 -2.05456
59 H -2.89676 3.41157 0.45082
60 H -1.99058 4.35634 -0.74313
61 H 0.46753 3.92445 -1.04164
62 H 2.56777 3.26145 0.04253
63 H 2.51489 1.96550 2.15745
64 H 0.35788 1.40553 3.18764
65 H -1.74646 2.09019 2.11237

Results
HOMO level	-8.5	eV
electronic energy	-60655.1750	eV
LUMO	0.424	eV

These are the Mulliken partial charges, in e, on atoms 1 to 4:
1 C -1.1451
2 C -0.5078
3 N 0.0004
4 C 0.6868